(1)
{"formula": "C18H19N3O3Ti", "method": "the ωB97M-V functional and the def2-TZVPD basis", "species": ["Ti", "C", "C", "O", "C", "C", "C", "N", "N", "C", "O", "C", "C", "C", "C", "C", "C", "H", "H", "H", "H", "H", "H", "H", "H", "H", "H", "H", "H", "O", "C", "C", "C", "C", "C", "C", "N", "H", "H", "H", "H", "H", "H", "H"], "positions_angstrom": [[-0.042, -0.706, -0.288], [-3.481, -3.058, -1.023], [-2.740, -1.825, -0.581], [-1.488, -1.747, -0.961], [-3.375, -0.843, 0.134], [-2.768, 0.399, 0.440], [-3.593, 1.594, 0.793], [-1.467, 0.520, 0.335], [-0.903, 1.784, 0.404], [0.025, 1.909, -0.503], [0.350, 0.923, -1.321], [0.763, 3.185, -0.608], [0.481, 4.247, 0.251], [1.187, 5.431, 0.140], [2.177, 5.566, -0.826], [2.461, 4.512, -1.683], [1.756, 3.324, -1.576], [-2.825, -3.679, -1.629], [-4.360, -2.791, -1.607], [-3.820, -3.627, -0.157], [-4.428, -0.961, 0.339], [-4.608, 1.302, 1.048], [-3.624, 2.266, -0.067], [-3.136, 2.144, 1.613], [-0.294, 4.125, 0.995], [0.964, 6.254, 0.805], [2.725, 6.495, -0.912], [3.225, 4.620, -2.441], [1.955, 2.504, -2.253], [1.927, -0.184, 0.670], [2.888, -1.226, 0.445], [2.167, -2.536, 0.643], [2.853, -3.736, 0.654], [2.138, -4.903, 0.872], [0.765, -4.822, 1.085], [0.159, -3.586, 1.043], [0.840, -2.453, 0.804], [2.314, 0.684, 0.487], [3.709, -1.146, 1.160], [3.296, -1.160, -0.568], [3.924, -3.755, 0.502], [2.639, -5.862, 0.885], [0.174, -5.705, 1.277], [-0.908, -3.476, 1.183]], "forces_ev_per_angstrom": [[-0.4, 0.2, -0.4], [0.1, 0.0, 0.0], [-0.4, -0.1, 0.0], [0.5, 0.1, 0.4], [0.1, -0.1, -0.1], [0.2, 0.2, 0.2], [0.0, -0.1, 0.0], [-0.3, -0.3, 0.0], [0.2, 0.5, -0.1], [-0.1, 0.2, 0.1], [0.1, -0.3, 0.3], [0.1, 0.0, 0.0], [0.0, -0.1, 0.0], [0.0, 0.0, 0.0], [0.0, 0.0, 0.0], [0.0, 0.1, 0.0], [0.0, -0.1, 0.0], [0.0, 0.0, 0.0], [0.0, 0.0, 0.0], [0.0, 0.0, 0.0], [0.0, 0.0, 0.0], [0.0, 0.0, 0.0], [0.0, 0.0, 0.0], [0.0, 0.0, 0.0], [0.0, 0.0, 0.0], [0.0, 0.0, 0.0], [0.0, 0.0, 0.0], [0.0, 0.0, 0.0], [0.0, 0.0, 0.0], [-0.1, -0.2, -0.2], [0.0, 0.0, 0.1], [0.0, 0.2, 0.1], [-0.1, -0.2, 0.1], [-0.1, 0.2, 0.0], [0.1, 0.0, 0.1], [-0.1, 0.0, -0.1], [0.1, -0.2, -0.3], [0.0, 0.0, -0.1], [0.0, 0.0, 0.0], [0.0, 0.0, 0.0], [0.0, 0.0, 0.0], [0.0, 0.0, 0.0], [0.0, 0.0, 0.0], [0.0, 0.0, 0.0]], "mulliken_charge": [0.70, -1.36, 0.80, -0.63, -1.22, 1.11, -1.27, 0.25, -0.76, 0.73, -0.76, 0.45, -0.29, -0.68, -0.36, -0.69, -0.30, 0.34, 0.42, 0.33, 0.38, 0.41, 0.30, 0.35, 0.47, 0.40, 0.40, 0.41, 0.46, -0.35, -0.40, 0.60, -0.75, -0.22, -0.81, -0.07, -0.20, 0.30, 0.42, 0.35, 0.42, 0.44, 0.41, 0.47], "multiplicity": 2, "de_lowest_kj_mol": 46.1, "total_charge": 1, "e_lumo_ha": [-0.118, -0.121], "total_energy_ev": -52699.0879}

(2)
{"formula": "C18H19N3O4", "method": "the ωB97M-V functional and the def2-TZVPD basis", "species": ["C", "C", "H", "H", "O", "C", "O", "C", "C", "N", "C", "N", "H", "C", "C", "C", "C", "C", "C", "C", "O", "N", "C", "C", "H", "C", "H", "C", "H", "H", "H", "H", "H", "H", "O", "C", "H", "H", "H", "H", "H", "H", "H", "H"], "positions_angstrom": [[-4.336, -2.192, 1.511], [-4.724, -1.943, 0.059], [-5.759, -2.246, -0.115], [-4.061, -2.484, -0.620], [-4.718, -0.553, -0.256], [-3.604, 0.162, -0.384], [-3.706, 1.361, -0.518], [-2.282, -0.505, -0.399], [-1.053, -0.050, 0.046], [-0.146, -1.005, -0.343], [-0.841, -1.968, -1.000], [-2.110, -1.701, -1.046], [-0.384, -2.826, -1.450], [1.239, -0.994, -0.110], [1.863, -2.198, 0.217], [3.223, -2.261, 0.408], [4.010, -1.113, 0.261], [3.388, 0.085, -0.064], [2.009, 0.163, -0.240], [1.500, 1.520, -0.628], [2.169, 2.254, -1.336], [0.317, 1.896, -0.114], [-0.203, 3.241, -0.251], [-0.848, 3.481, 1.107], [-0.084, 3.716, 1.851], [-1.490, 2.122, 1.394], [-2.438, 2.064, 0.867], [-0.496, 1.111, 0.806], [0.158, 0.705, 1.598], [-1.658, 1.946, 2.455], [-1.581, 4.283, 1.086], [-0.954, 3.272, -1.048], [0.614, 3.920, -0.497], [3.948, 0.995, -0.209], [5.339, -1.272, 0.453], [6.184, -0.156, 0.281], [7.193, -0.523, 0.459], [6.115, 0.245, -0.734], [5.953, 0.634, 1.002], [3.706, -3.189, 0.665], [1.263, -3.088, 0.331], [-3.299, -1.910, 1.683], [-4.455, -3.246, 1.743], [-4.970, -1.609, 2.175]], "forces_ev_per_angstrom": [[-0.1, 0.2, -0.4], [0.0, -0.8, 0.3], [0.1, 0.0, 0.0], [-0.3, 0.1, 0.1], [-0.1, 0.3, -0.1], [0.1, 0.6, 0.0], [0.0, -0.2, -0.1], [0.6, 0.0, 0.1], [-0.5, 0.1, 0.3], [-0.6, 0.1, -0.1], [-0.2, -0.1, -0.2], [-0.1, -0.2, -0.2], [0.2, -0.1, -0.1], [0.7, 0.1, 0.1], [0.0, 0.1, 0.0], [0.2, 0.2, -0.1], [-0.3, 0.0, 0.0], [0.3, -0.1, 0.1], [0.0, -0.4, 0.0], [-0.1, 0.1, 0.0], [0.2, 0.1, -0.1], [0.0, 0.1, 0.1], [0.0, 0.5, -0.1], [0.0, -0.1, -0.1], [0.0, 0.1, 0.0], [-0.1, 0.1, 0.1], [0.1, 0.0, 0.1], [0.0, -0.3, 0.2], [-0.2, 0.1, -0.1], [0.0, -0.1, 0.0], [0.0, 0.1, 0.0], [0.1, 0.1, 0.0], [-0.1, -0.1, 0.0], [0.1, 0.0, 0.0], [-0.2, -0.3, 0.0], [0.2, 0.2, 0.0], [-0.1, 0.1, 0.0], [0.0, 0.0, 0.0], [0.0, 0.0, 0.0], [0.0, -0.1, 0.0], [0.0, -0.1, 0.0], [0.1, 0.0, 0.1], [0.0, -0.1, 0.1], [-0.1, 0.0, 0.1]], "mulliken_charge": [-0.92, -0.25, 0.34, 0.32, -0.34, 0.30, -0.65, 0.50, 0.10, 0.16, -0.54, -0.63, 0.53, 0.14, -0.78, -0.82, 0.70, -0.23, -0.07, 0.53, -0.70, 0.19, -0.73, -0.78, 0.30, -0.62, 0.28, -0.28, 0.38, 0.43, 0.41, 0.29, 0.42, 0.58, -0.47, -0.81, 0.24, 0.33, 0.33, 0.46, 0.56, 0.19, 0.36, 0.29], "de_lowest_kj_mol": 228.4, "e_lumo_ha": 0.018, "smiles": "CCOC(=O)c1ncn2c1[C@@H]1CCCN1C(=O)c1cc(OC)ccc1-2", "total_energy_ev": -31635.2354}

(3)
{"formula": "C18H19N3O4Sc", "method": "the ωB97M-V functional and the def2-TZVPD basis", "species": ["Sc", "O", "C", "C", "C", "C", "C", "C", "C", "N", "C", "C", "N", "C", "C", "C", "C", "C", "C", "C", "O", "H", "H", "H", "H", "H", "H", "H", "H", "H", "H", "H", "H", "H", "H", "N", "C", "C", "O", "O", "H", "H", "H", "H", "H"], "positions_angstrom": [[0.324, -0.563, -0.183], [2.125, -0.695, -0.878], [2.798, 0.201, -1.567], [4.151, 0.443, -1.295], [4.859, 1.358, -2.041], [4.266, 2.050, -3.102], [2.948, 1.813, -3.399], [2.182, 0.919, -2.627], [0.826, 0.653, -3.011], [-0.077, 0.129, -2.253], [-1.310, -0.376, -2.860], [-1.416, -1.846, -2.454], [-1.314, -1.881, -0.992], [-2.293, -2.394, -0.332], [-2.485, -2.322, 1.086], [-3.418, -3.182, 1.692], [-3.658, -3.122, 3.042], [-2.980, -2.172, 3.810], [-2.088, -1.293, 3.235], [-1.818, -1.346, 1.862], [-0.973, -0.493, 1.308], [4.616, -0.111, -0.492], [5.902, 1.535, -1.809], [4.844, 2.749, -3.688], [2.478, 2.325, -4.231], [0.567, 0.882, -4.047], [-1.295, -0.269, -3.946], [-2.168, 0.170, -2.461], [-0.583, -2.398, -2.892], [-2.354, -2.282, -2.803], [-3.073, -2.921, -0.888], [-3.941, -3.905, 1.078], [-4.364, -3.796, 3.506], [-3.163, -2.119, 4.875], [-1.573, -0.553, 3.834], [-0.268, 3.299, 3.148], [0.047, 2.614, 1.906], [1.107, 1.557, 2.167], [1.711, 1.646, 3.314], [1.407, 0.697, 1.351], [-0.469, 4.279, 3.011], [1.277, 2.396, 3.793], [-1.056, 2.876, 3.623], [0.495, 3.317, 1.201], [-0.796, 2.129, 1.409]], "forces_ev_per_angstrom": [[0.0, 0.3, 0.2], [0.0, -0.4, 0.1], [0.1, 0.2, -0.3], [0.0, 0.0, 0.0], [0.0, 0.0, 0.0], [0.0, 0.1, 0.0], [0.0, 0.0, 0.0], [0.2, 0.0, 0.2], [-0.1, 0.0, 0.0], [0.1, 0.0, 0.1], [0.0, 0.0, 0.0], [0.0, 0.0, 0.0], [0.0, 0.1, -0.1], [0.0, -0.1, -0.2], [0.1, 0.1, 0.2], [0.0, 0.0, 0.0], [0.0, -0.1, 0.0], [0.0, 0.0, 0.0], [0.0, 0.1, 0.0], [-0.1, -0.1, 0.0], [-0.1, -0.2, 0.3], [0.0, 0.0, 0.0], [0.0, 0.0, 0.0], [0.0, 0.0, 0.0], [0.0, 0.0, 0.0], [0.0, 0.0, 0.0], [0.0, 0.0, 0.0], [0.0, 0.0, 0.0], [0.0, 0.0, 0.0], [0.0, 0.0, 0.0], [0.0, 0.0, 0.0], [0.0, 0.0, 0.0], [0.0, 0.0, 0.0], [0.0, 0.0, 0.0], [0.0, 0.0, 0.0], [-0.1, 0.0, 0.0], [0.1, 0.0, 0.0], [-0.1, 0.1, 0.0], [0.1, -0.1, 0.1], [-0.2, 0.0, -0.4], [0.0, 0.0, 0.0], [0.0, 0.0, -0.1], [0.0, 0.0, 0.0], [0.0, 0.0, 0.0], [0.0, 0.0, 0.0]], "mulliken_charge": [1.33, -0.85, 0.73, -0.52, -0.42, -0.67, -0.73, 0.22, 0.03, 0.05, -0.74, -0.73, 0.06, -0.02, 0.40, -0.68, -0.74, -0.54, -0.52, 0.45, -0.45, 0.45, 0.39, 0.42, 0.39, 0.31, 0.43, 0.26, 0.27, 0.42, 0.26, 0.38, 0.41, 0.40, 0.40, -0.70, 0.01, 0.37, -0.42, -0.55, 0.23, 0.43, 0.19, 0.39, 0.19], "de_lowest_kj_mol": 89.6, "total_charge": 1, "e_lumo_ha": -0.119, "total_energy_ev": -52334.5128}